C3H2FO3Pt as an isolated structure at a distorted geometry, computed with wB97M-V/def2-TZVPD.

Computed properties:
highest occupied orbital energy (spin up / spin down): -6.694 / -8.973 eV
multiplicity: 4
expectation value of S²: 3.754
orbital gap (spin up / spin down): 6.62 / 7.62 eV
E_tot: -15243.03029 eV

```
10
C3H2FO3Pt | OMol25 | wB97M-V/def2-TZVPD
O -1.01 -0.32 1.17
C -0.85 0.75 0.46
C -0.46 0.70 -0.85
H -0.81 1.73 0.96
H -0.17 1.50 -1.52
F -0.86 -0.48 -1.49
Pt -1.02 -1.81 0.10
O 2.35 0.10 0.93
O 1.16 -1.58 -0.07
C 1.67 -0.58 0.29
```


One molecule with the formula C3H2FP at a distorted geometry, computed with wB97M-V/def2-TZVPD.

Computed properties:
highest occupied orbital energy: -9.025 eV
ΔE to the lowest compared entry with this formula, charge and spin: 0.0 kcal per mole
orbital gap: 8.61 eV
SMILES: [H]/P=C/C#CF
E_tot: -15145.66610 eV

```
7
C3H2FP | OMol25 | wB97M-V/def2-TZVPD
C -0.60 -0.50 -0.13
C -1.47 -1.33 -0.07
C 0.42 0.45 -0.20
F -2.41 -2.21 -0.01
P 1.36 0.87 1.13
H 0.56 0.90 -1.18
H 2.15 1.82 0.46
```


C3H2I2O2 as an isolated structure at a distorted geometry, computed with wB97M-V/def2-TZVPD.

Computed properties:
highest occupied orbital energy (spin up / spin down): -9.899 / -9.493 eV
ΔE to the lowest compared entry with this formula, charge and spin: 49.8 kcal per mole
orbital gap (spin up / spin down): 7.56 / 6.63 eV
E_tot: -23437.08984 eV

```
9
C3H2I2O2 | OMol25 | wB97M-V/def2-TZVPD
C 1.24 0.14 1.85
C 0.20 -0.01 0.10
C 1.54 0.56 0.46
O 1.74 0.23 2.92
O 0.04 -0.41 1.47
I 3.50 -1.63 -0.15
I 2.40 2.30 -0.23
H -0.55 0.73 -0.20
H 0.17 -0.86 -0.59
```


An isolated ion of composition C3H2IN2 and charge +1 at a distorted geometry, computed with wB97M-V/def2-TZVPD.

Computed properties:
highest occupied orbital energy: -15.810 eV
ΔE to the lowest compared entry with this formula, charge and spin: 32.0 kcal per mole
orbital gap: 9.28 eV
SMILES: N#C[N+]1=C(I)C1
net charge: +1
E_tot: -14211.53064 eV

```
8
C3H2IN2 | OMol25 | wB97M-V/def2-TZVPD
C -0.18 -1.70 -0.36
C -0.40 0.44 -0.20
C 0.95 0.72 0.27
N -1.10 -2.30 -0.11
N 0.44 -0.51 -0.45
I -2.27 1.21 -0.24
H 1.62 1.34 -0.30
H 0.94 0.79 1.39
```


One molecule with the formula C3H2INOS at a distorted geometry, computed with wB97M-V/def2-TZVPD.

Computed properties:
highest occupied orbital energy: -8.898 eV
ΔE to the lowest compared entry with this formula, charge and spin: 23.1 kcal per mole
orbital gap: 8.25 eV
SMILES: ISc1ncco1
E_tot: -25615.41634 eV

```
9
C3H2INOS | OMol25 | wB97M-V/def2-TZVPD
C 1.53 0.38 0.09
C 0.97 -0.85 -0.09
C -0.53 0.63 0.00
N 0.54 1.33 0.15
O -0.37 -0.68 -0.15
S -2.52 1.24 -0.01
I -3.54 -0.87 0.02
H 2.56 0.65 0.19
H 1.36 -1.83 -0.20
```


A 2-piece molecular cluster, C3H2INS overall at a distorted geometry, computed with wB97M-V/def2-TZVPD.

Computed properties:
highest occupied orbital energy: -8.547 eV
ΔE to the lowest compared entry with this formula, charge and spin: 84.8 kcal per mole
orbital gap: 8.98 eV
SMILES: SC#CI.C#N
E_tot: -23564.87960 eV

```
8
C3H2INS | OMol25 | wB97M-V/def2-TZVPD
C -0.43 1.42 0.23
C 0.80 -1.83 -0.51
C -1.41 0.63 0.24
N 0.27 -2.15 0.45
S 0.91 2.52 0.08
I -2.93 -0.40 0.80
H 1.20 1.19 -0.20
H 1.58 -1.38 -1.08
```


C3H2IrLiO3 as an isolated structure at a distorted geometry, computed with wB97M-V/def2-TZVPD.

Computed properties:
highest occupied orbital energy (spin up / spin down): -22.861 / -23.981 eV
ΔE to the lowest compared entry with this formula, charge and spin: 0.0 kcal per mole
multiplicity: 6
expectation value of S²: 8.763
orbital gap (spin up / spin down): 8.63 / 7.07 eV
net charge: +3
E_tot: -12287.61665 eV

```
10
C3H2IrLiO3 | OMol25 | wB97M-V/def2-TZVPD
C -2.67 -0.64 0.16
C -1.74 0.27 0.28
O -1.11 1.21 0.64
Li 0.75 1.80 0.66
H -2.77 -1.18 -0.79
H -3.39 -0.77 0.97
O 2.89 -1.24 -0.85
C 1.96 -0.47 -0.64
Ir 3.99 0.34 -0.27
O 2.10 0.68 -0.15
```


C3H2KLiO3 as an isolated structure at a distorted geometry, computed with wB97M-V/def2-TZVPD.

Computed properties:
highest occupied orbital energy (spin up / spin down): -10.763 / -10.760 eV
ΔE to the lowest compared entry with this formula, charge and spin: 83.0 kcal per mole
multiplicity: 2
expectation value of S²: 0.754
orbital gap (spin up / spin down): 6.90 / 6.90 eV
net charge: +1
E_tot: -25806.48109 eV

```
10
C3H2KLiO3 | OMol25 | wB97M-V/def2-TZVPD
C -1.29 0.38 -0.46
C -0.09 -0.12 0.17
O 0.85 0.82 0.46
C 2.21 0.44 0.55
O 2.55 -0.47 -0.22
O -2.38 -0.14 -0.38
Li 4.16 -0.14 0.81
H -0.24 -0.90 0.93
H -0.22 -0.18 -1.24
K -5.56 0.31 -0.63
```